No. 1
The following is a quantum chemistry calculation of C32H27BrF4O8P3PtS as an isolated structure at a distorted geometry, from OMol25.

Positions of all 77 atoms, in Å:
Pt (-1.58619, -0.51492, 0.03670)
F (-4.91537, 5.65022, 0.50495)
C (-3.99044, 4.71164, 0.30324)
C (-3.05269, 4.92077, -0.73991)
F (-3.13018, 5.95855, -1.51221)
C (-2.07339, 3.94590, -0.89284)
F (-1.22259, 4.20117, -1.91014)
C (-2.06857, 2.79224, -0.13404)
P (-0.66844, 1.58571, -0.04169)
C (0.19601, 2.19333, 1.40283)
C (-0.06385, 1.63300, 2.64647)
C (0.34292, 2.25205, 3.83232)
C (1.00273, 3.49594, 3.75051)
C (1.32149, 4.01902, 2.52976)
C (0.83310, 3.41624, 1.31388)
C (0.48371, 1.70470, -1.40623)
C (0.01690, 1.99514, -2.66317)
C (0.91876, 2.10551, -3.72884)
C (2.27111, 1.97218, -3.46728)
C (2.73585, 1.68525, -2.18477)
C (1.83687, 1.55715, -1.12279)
C (-3.12748, 2.61570, 0.81652)
Br (-3.46789, 0.96076, 1.73846)
C (-4.07735, 3.54952, 1.02878)
F (-5.02973, 3.43803, 1.94138)
H (-0.53266, 0.69143, 2.83157)
H (0.09474, 1.77539, 4.78031)
H (1.27280, 4.01747, 4.66072)
H (1.86664, 4.97661, 2.48195)
H (1.07792, 3.90828, 0.37989)
H (-1.08929, 2.05549, -2.87066)
H (0.55541, 2.21910, -4.70643)
H (2.98767, 2.05055, -4.25373)
H (3.81334, 1.45372, -2.05288)
H (2.16046, 1.21030, -0.15192)
C (-3.27603, -3.06469, -4.06626)
C (-2.61101, -2.16920, -3.01807)
O (-1.83789, -1.18652, -3.77109)
P (-3.97990, -1.31616, -2.10801)
O (-4.79760, -2.47511, -1.42306)
O (-5.00709, -0.79818, -3.16393)
O (-3.42060, -0.17180, -1.24725)
P (-1.46811, -2.83310, -1.69777)
O (-0.70145, -4.04057, -2.34633)
O (-2.30467, -3.15101, -0.50564)
O (-0.41599, -1.70429, -1.50119)
H (-4.03012, -2.56128, -4.61741)
H (-3.65472, -3.92992, -3.54480)
H (-2.46644, -3.45258, -4.73866)
H (-1.13723, -0.80899, -3.21583)
H (-4.22899, -2.99724, -0.79607)
H (-4.71370, 0.05098, -3.54031)
H (-0.90508, -4.96516, -2.09997)
O (0.08837, -1.15268, 1.37436)
S (1.44542, -1.53390, 0.73293)
C (2.67045, -0.76392, 1.75581)
C (3.74644, -0.36303, 1.07364)
C (4.78079, 0.27556, 1.77248)
C (4.59969, 0.67241, 3.08673)
C (3.41055, 0.25698, 3.73365)
C (2.47808, -0.51783, 3.12016)
C (1.73768, -3.21995, 1.12692)
C (0.88668, -3.98188, 1.93378)
C (1.09627, -5.36077, 2.04582)
C (2.22383, -5.92134, 1.39905)
C (3.04629, -5.14165, 0.62422)
C (2.86128, -3.78486, 0.52858)
H (3.97128, -0.51659, -0.00634)
H (5.72597, 0.53902, 1.29309)
H (5.34432, 1.34646, 3.60869)
H (3.31728, 0.55750, 4.76564)
H (1.59645, -0.88904, 3.63732)
H (0.03885, -3.48137, 2.46856)
H (0.47938, -5.89886, 2.75238)
H (2.32148, -6.97475, 1.42079)
H (3.90607, -5.59095, 0.10772)
H (3.49138, -3.18289, -0.09500)

Summary:
Highest occupied orbital energy (spin up / spin down) in eV: -10.35 / -11.81
Net charge: +1
E in eV: -172860.0269
Energy relative to the best compared isomer or geometry (same formula, charge and spin) in kcal/mol: 23.22
E_LUMO (spin up / spin down) in Ha: -0.097 / -0.138
Spin multiplicity: 3

No. 2
The following is a quantum chemistry calculation of C32H27ClN5NiO2S as an isolated structure at a distorted geometry, from OMol25.

Positions of all 69 atoms, in Å:
Ni (10.79136, 9.20946, 11.20355)
C (13.99302, 9.27206, 13.73066)
C (13.75593, 10.46952, 14.38197)
C (12.47536, 11.00212, 14.25769)
C (11.55665, 10.40318, 13.38119)
C (11.88957, 9.28424, 12.64214)
C (13.13668, 8.70668, 12.79540)
C (10.32920, 11.12609, 13.08827)
C (9.81617, 12.22052, 13.86380)
C (8.81872, 12.95734, 13.26576)
C (8.33875, 12.63468, 11.93380)
C (7.48672, 13.54382, 11.18515)
C (7.32237, 13.36479, 9.83010)
C (7.73078, 12.13210, 9.23072)
C (8.54663, 11.24886, 9.93320)
C (8.93687, 11.55110, 11.26239)
N (9.84050, 10.73404, 11.93486)
H (14.99554, 8.84645, 13.93824)
H (14.57012, 10.88099, 14.96942)
H (12.18190, 11.89077, 14.88208)
H (13.40624, 7.81922, 12.18076)
H (10.30922, 12.56753, 14.79336)
H (8.38738, 13.83381, 13.75101)
H (7.09744, 14.45472, 11.63575)
H (6.76934, 14.08823, 9.26019)
H (7.41064, 11.83332, 8.24908)
H (8.80544, 10.30699, 9.44965)
C (11.07993, 7.27054, 6.50348)
C (10.38560, 6.77726, 7.71788)
N (9.64901, 5.67611, 7.82367)
N (9.21010, 5.69380, 9.12112)
C (9.65711, 6.71292, 9.82546)
S (9.82475, 6.94070, 11.48696)
N (10.30139, 7.49851, 8.95029)
N (11.08365, 8.62267, 9.31323)
H (10.49379, 7.37252, 5.56586)
H (11.88581, 6.59079, 6.19665)
H (11.54473, 8.25105, 6.71739)
H (8.67643, 4.88543, 9.40315)
H (10.89737, 9.45602, 8.71817)
H (12.12682, 8.53233, 9.28343)
O (13.69791, 9.39205, 9.02228)
C (13.49281, 10.60582, 9.27462)
O (12.44937, 11.05846, 9.79696)
C (14.57923, 11.63284, 9.03648)
C (14.17994, 12.91786, 8.96769)
C (15.11546, 13.97034, 8.98638)
C (16.47115, 13.62683, 8.90877)
C (16.88504, 12.27837, 9.02400)
C (15.96603, 11.28990, 9.11469)
H (13.10526, 13.14872, 8.91502)
H (14.89768, 15.03098, 9.00062)
H (17.19196, 14.42142, 8.85548)
H (17.96234, 12.04251, 9.00363)
H (16.25751, 10.26481, 9.26955)
Cl (9.11021, 11.62707, 4.56237)
C (8.81394, 13.21915, 5.10650)
C (7.49350, 13.68661, 5.04346)
C (7.19346, 14.99349, 5.42488)
C (8.22219, 15.81376, 5.95943)
C (9.50183, 15.29236, 6.10395)
C (9.90947, 14.02090, 5.61274)
C (11.24586, 13.58622, 5.76364)
H (6.77867, 12.97098, 4.68349)
H (6.16663, 15.30532, 5.40867)
H (8.01036, 16.85376, 6.14192)
H (10.21730, 15.91194, 6.67016)
H (11.90316, 14.16538, 6.36465)
H (11.59846, 12.65240, 5.35143)

Summary:
Highest occupied orbital energy (spin up / spin down) in eV: -2.83 / -2.78
Net charge: -1
E in eV: -109566.7480
Energy relative to the best compared isomer or geometry (same formula, charge and spin) in kcal/mol: 28.04
E_LUMO (spin up / spin down) in Ha: 0.085 / 0.034
Spin multiplicity: 3